ORCA calculation (ωB97M-V with the def2-TZVPD basis set) on 20 unconnected molecules or ions with the total composition C80H220N20O20 at a distorted geometry.

Atoms and positions in Å:
C (7.604, 2.224, -1.789)
C (7.954, 1.572, -3.135)
C (6.700, 0.850, -3.671)
O (5.971, 0.114, -2.693)
C (4.986, -0.579, -3.390)
N (8.508, 2.335, -4.289)
H (8.475, 2.407, -1.138)
H (6.901, 1.588, -1.220)
H (7.056, 3.218, -1.978)
H (8.633, 0.754, -2.897)
H (7.121, 0.115, -4.344)
H (6.090, 1.493, -4.363)
H (4.292, 0.017, -3.942)
H (4.371, -1.117, -2.634)
H (5.315, -1.350, -4.042)
H (9.407, 2.698, -4.013)
H (7.994, 3.196, -4.376)
C (-5.330, 3.618, -4.695)
C (-5.536, 2.124, -4.433)
C (-6.181, 1.370, -5.615)
O (-7.454, 1.674, -6.009)
C (-7.771, 0.895, -7.116)
N (-4.297, 1.541, -4.089)
H (-5.060, 4.042, -3.734)
H (-6.173, 4.145, -5.092)
H (-4.391, 3.738, -5.310)
H (-6.237, 2.043, -3.612)
H (-6.105, 0.260, -5.428)
H (-5.563, 1.460, -6.535)
H (-8.802, 1.082, -7.428)
H (-7.579, -0.142, -6.910)
H (-7.168, 1.123, -8.012)
H (-3.706, 1.547, -4.924)
H (-3.777, 2.092, -3.351)
C (-2.165, -6.071, -1.616)
C (-2.187, -5.939, -0.102)
C (-1.609, -7.196, 0.566)
O (-0.362, -7.493, -0.052)
C (0.428, -8.327, 0.765)
N (-1.592, -4.673, 0.337)
H (-2.391, -7.079, -1.955)
H (-1.259, -5.719, -2.109)
H (-2.925, -5.436, -2.082)
H (-3.233, -5.884, 0.241)
H (-2.322, -7.996, 0.276)
H (-1.534, -7.114, 1.684)
H (-0.006, -9.323, 0.865)
H (0.574, -7.924, 1.742)
H (1.404, -8.399, 0.287)
H (-0.622, -4.506, 0.030)
H (-1.615, -4.590, 1.348)
C (-0.501, 2.488, 5.500)
C (-0.084, 1.200, 4.820)
C (0.475, 0.214, 5.804)
O (0.888, -1.039, 5.175)
C (1.703, -1.838, 6.052)
N (-1.049, 0.725, 3.885)
H (0.303, 3.084, 6.014)
H (-1.258, 2.274, 6.257)
H (-0.905, 3.144, 4.684)
H (0.787, 1.543, 4.256)
H (-0.216, -0.024, 6.587)
H (1.396, 0.621, 6.297)
H (2.095, -2.645, 5.431)
H (1.268, -2.144, 7.027)
H (2.567, -1.181, 6.310)
H (-0.706, -0.210, 3.528)
H (-1.943, 0.499, 4.364)
C (-6.221, -3.345, -3.236)
C (-6.195, -1.852, -3.600)
C (-7.317, -1.048, -2.930)
O (-7.217, -1.083, -1.471)
C (-8.354, -0.542, -0.772)
N (-4.929, -1.343, -3.176)
H (-7.228, -3.756, -3.319)
H (-5.967, -3.493, -2.125)
H (-5.483, -3.930, -3.762)
H (-6.322, -1.725, -4.655)
H (-8.354, -1.230, -3.246)
H (-7.127, 0.032, -3.179)
H (-8.135, -0.556, 0.291)
H (-9.246, -1.193, -0.953)
H (-8.567, 0.477, -1.101)
H (-4.767, -0.366, -3.289)
H (-4.743, -1.612, -2.245)
C (-0.995, 6.271, -1.436)
C (0.171, 5.289, -1.438)
C (1.533, 5.946, -1.548)
O (1.720, 6.679, -2.751)
C (3.063, 7.023, -2.971)
N (0.195, 4.578, -0.187)
H (-1.854, 5.711, -1.175)
H (-1.081, 6.858, -2.346)
H (-0.846, 6.997, -0.571)
H (0.158, 4.614, -2.317)
H (2.189, 5.061, -1.508)
H (1.702, 6.632, -0.704)
H (3.736, 6.150, -2.881)
H (3.386, 7.748, -2.205)
H (3.097, 7.485, -3.962)
H (0.430, 5.190, 0.607)
H (-0.634, 3.972, 0.006)
C (-5.021, 1.660, -0.613)
C (-4.036, 2.751, -0.549)
C (-3.682, 3.159, 0.864)
O (-2.925, 4.313, 0.752)
C (-2.346, 4.600, 2.015)
N (-2.834, 2.382, -1.355)
H (-5.447, 1.504, -1.625)
H (-5.786, 1.816, 0.117)
H (-4.593, 0.713, -0.303)
H (-4.402, 3.647, -1.092)
H (-3.076, 2.368, 1.399)
H (-4.651, 3.406, 1.384)
H (-3.053, 4.990, 2.756)
H (-1.622, 5.385, 1.915)
H (-1.824, 3.683, 2.347)
H (-2.390, 1.487, -1.120)
H (-2.212, 3.137, -1.169)
C (3.474, 0.818, -8.038)
C (2.198, 1.112, -7.258)
C (1.175, -0.026, -7.599)
O (0.589, 0.310, -8.858)
C (0.149, -0.786, -9.638)
N (2.418, 1.262, -5.839)
H (3.835, -0.187, -7.675)
H (4.316, 1.524, -8.043)
H (3.208, 0.561, -9.065)
H (1.816, 2.077, -7.700)
H (0.406, -0.025, -6.796)
H (1.715, -1.025, -7.623)
H (-0.619, -1.359, -9.132)
H (1.031, -1.415, -9.921)
H (-0.256, -0.339, -10.586)
H (1.591, 1.472, -5.330)
H (3.182, 1.883, -5.645)
C (-4.766, -4.581, 1.879)
C (-5.036, -3.306, 1.108)
C (-4.811, -2.034, 1.854)
O (-5.523, -1.822, 3.100)
C (-6.879, -1.515, 2.966)
N (-4.108, -3.205, -0.028)
H (-3.723, -4.639, 2.333)
H (-4.845, -5.371, 1.141)
H (-5.374, -4.775, 2.768)
H (-6.095, -3.302, 0.706)
H (-4.928, -1.171, 1.157)
H (-3.734, -1.911, 2.153)
H (-6.995, -0.566, 2.435)
H (-7.396, -1.500, 3.940)
H (-7.386, -2.298, 2.381)
H (-4.454, -3.701, -0.840)
H (-3.218, -3.625, 0.222)
C (3.814, -5.525, -1.856)
C (2.901, -4.308, -1.501)
C (2.172, -3.820, -2.756)
O (3.029, -2.952, -3.476)
C (2.323, -2.398, -4.626)
N (1.969, -4.774, -0.444)
H (4.462, -5.853, -1.017)
H (4.427, -5.309, -2.749)
H (3.257, -6.463, -2.055)
H (3.469, -3.535, -1.004)
H (1.276, -3.256, -2.331)
H (1.708, -4.665, -3.249)
H (3.033, -2.131, -5.401)
H (1.767, -1.453, -4.518)
H (1.654, -3.147, -4.959)
H (1.278, -5.497, -0.767)
H (1.372, -4.017, -0.139)
C (5.146, -1.165, 4.437)
C (4.829, -0.040, 3.513)
C (4.562, -0.616, 2.084)
O (4.411, 0.411, 1.137)
C (3.715, -0.027, -0.045)
N (3.700, 0.770, 3.978)
H (5.322, -0.878, 5.486)
H (5.991, -1.781, 4.051)
H (4.210, -1.763, 4.422)
H (5.772, 0.525, 3.420)
H (3.665, -1.224, 2.199)
H (5.408, -1.291, 1.866)
H (4.298, -0.795, -0.514)
H (3.688, 0.821, -0.702)
H (2.716, -0.315, 0.258)
H (2.938, 0.217, 4.376)
H (3.354, 1.325, 3.187)
C (-1.397, -3.039, -4.186)
C (-1.422, -1.951, -5.215)
C (-2.304, -2.218, -6.369)
O (-1.548, -3.068, -7.280)
C (-2.175, -3.302, -8.591)
N (-2.008, -0.701, -4.481)
H (-0.829, -3.948, -4.527)
H (-2.451, -3.218, -3.894)
H (-0.873, -2.745, -3.257)
H (-0.427, -1.639, -5.472)
H (-2.492, -1.315, -6.881)
H (-3.245, -2.681, -6.036)
H (-1.424, -3.693, -9.283)
H (-2.617, -2.440, -9.083)
H (-2.955, -4.056, -8.431)
H (-2.936, -0.919, -4.197)
H (-1.961, 0.171, -4.969)
C (0.312, -0.402, -1.754)
C (-0.681, -1.234, -0.917)
C (-0.413, -1.175, 0.584)
O (0.718, -1.984, 0.928)
C (0.977, -1.922, 2.357)
N (-2.033, -0.761, -1.128)
H (0.260, 0.664, -1.447)
H (0.076, -0.460, -2.833)
H (1.312, -0.769, -1.696)
H (-0.506, -2.314, -1.194)
H (-1.258, -1.572, 1.159)
H (-0.211, -0.144, 1.020)
H (0.069, -2.149, 2.913)
H (1.186, -0.888, 2.649)
H (1.788, -2.600, 2.662)
H (-2.770, -1.283, -0.627)
H (-2.260, -0.716, -2.114)
C (-1.976, -6.642, 5.141)
C (-1.283, -5.364, 5.669)
C (-1.131, -4.270, 4.599)
O (-0.920, -4.780, 3.304)
C (0.346, -5.296, 3.133)
N (-1.781, -4.697, 6.866)
H (-1.930, -7.465, 5.821)
H (-1.462, -7.049, 4.282)
H (-2.999, -6.398, 4.855)
H (-0.288, -5.713, 5.952)
H (-0.338, -3.533, 4.803)
H (-2.139, -3.832, 4.577)
H (1.144, -4.595, 3.396)
H (0.453, -5.507, 2.083)
H (0.500, -6.242, 3.633)
H (-2.813, -4.669, 6.824)
H (-1.579, -5.303, 7.658)
C (3.790, -5.896, 6.669)
C (4.873, -5.187, 5.793)
C (4.271, -5.058, 4.396)
O (5.197, -4.545, 3.413)
C (4.610, -4.533, 2.161)
N (5.223, -3.891, 6.354)
H (3.399, -6.828, 6.229)
H (2.913, -5.216, 6.753)
H (4.167, -6.089, 7.690)
H (5.778, -5.823, 5.747)
H (3.504, -4.276, 4.524)
H (3.837, -5.952, 3.990)
H (4.015, -5.389, 1.848)
H (5.439, -4.391, 1.478)
H (3.964, -3.647, 2.083)
H (5.812, -3.377, 5.707)
H (5.630, -3.989, 7.251)
C (3.529, 3.718, 6.333)
C (4.642, 4.275, 5.452)
C (5.262, 5.494, 6.076)
O (4.263, 6.478, 6.139)
C (4.248, 7.291, 7.269)
N (5.711, 3.307, 5.237)
H (3.161, 2.812, 5.879)
H (2.751, 4.520, 6.273)
H (4.050, 3.515, 7.305)
H (4.165, 4.532, 4.530)
H (6.121, 5.821, 5.595)
H (5.503, 5.287, 7.154)
H (4.116, 6.761, 8.236)
H (3.415, 7.944, 7.125)
H (5.142, 7.966, 7.262)
H (6.507, 3.712, 4.759)
H (5.389, 2.512, 4.693)
C (0.809, 7.919, 2.453)
C (1.957, 7.469, 3.401)
C (1.767, 5.940, 3.667)
O (1.742, 5.202, 2.415)
C (1.712, 3.780, 2.661)
N (3.269, 7.958, 2.987)
H (-0.170, 8.068, 2.960)
H (0.694, 7.166, 1.656)
H (1.017, 8.858, 1.874)
H (1.867, 8.020, 4.378)
H (0.883, 5.766, 4.315)
H (2.657, 5.584, 4.221)
H (2.699, 3.533, 3.037)
H (1.467, 3.182, 1.759)
H (0.908, 3.549, 3.379)
H (3.611, 7.554, 2.093)
H (3.922, 7.579, 3.655)
C (5.467, 3.615, 1.787)
C (5.236, 4.334, 0.399)
C (4.529, 3.325, -0.520)
O (4.293, 3.820, -1.861)
C (3.465, 2.928, -2.614)
N (4.436, 5.583, 0.709)
H (5.471, 4.441, 2.491)
H (6.390, 3.074, 1.723)
H (4.647, 2.955, 2.023)
H (6.224, 4.554, -0.061)
H (3.481, 3.085, -0.161)
H (5.054, 2.362, -0.500)
H (4.057, 2.089, -2.912)
H (3.171, 3.497, -3.486)
H (2.522, 2.620, -2.090)
H (3.577, 5.256, 1.124)
H (4.236, 6.077, -0.135)
C (0.064, 4.506, -5.364)
C (-0.867, 3.327, -5.084)
C (-1.337, 2.785, -6.475)
O (-2.278, 1.813, -6.321)
C (-2.642, 1.211, -7.582)
N (-0.209, 2.294, -4.305)
H (0.556, 4.898, -4.463)
H (-0.577, 5.301, -5.860)
H (0.812, 4.207, -6.103)
H (-1.793, 3.703, -4.577)
H (-0.471, 2.448, -7.021)
H (-1.754, 3.581, -7.133)
H (-3.460, 0.579, -7.372)
H (-1.814, 0.674, -8.102)
H (-3.009, 2.089, -8.268)
H (0.009, 2.687, -3.368)
H (-0.817, 1.507, -4.113)
C (-5.259, -2.466, 7.883)
C (-5.266, -2.069, 6.387)
C (-4.180, -1.076, 6.158)
O (-4.339, 0.152, 6.807)
C (-5.089, 1.174, 6.121)
N (-5.048, -3.242, 5.577)
H (-4.235, -2.621, 8.259)
H (-5.814, -3.377, 8.156)
H (-5.756, -1.625, 8.461)
H (-6.248, -1.687, 6.147)
H (-4.025, -0.927, 5.082)
H (-3.274, -1.625, 6.544)
H (-4.665, 1.608, 5.223)
H (-5.099, 1.970, 6.860)
H (-6.132, 0.860, 5.822)
H (-5.710, -3.929, 5.762)
H (-5.183, -2.936, 4.610)

Output
**Lowest unoccupied orbital energy**: 0.48 eV
**Kohn-Sham gap**: 9.101 eV
**Energy above the lowest of the compared OMol25 structures with the same formula, charge and spin**: 1.736 eV
**Total energy**: -5779.51951 hartree
**HOMO level**: -8.6 eV